{
  "formula": "C5H11N4O2",
  "method": "ωB97M-V/def2-TZVPD",
  "symbols": ["H", "H", "H", "H", "N", "O", "H", "H", "C", "H", "O", "H", "C", "C", "H", "N", "N", "C", "H", "N", "C", "H"],
  "xyz": [[0.24396, -3.35260, -1.09621], [-0.34341, 2.65265, -1.24777], [-1.01561, -1.62130, 1.71139], [-0.82185, -3.97621, 0.30622], [-0.70245, -1.79024, -0.23961], [1.99982, 2.72779, 1.57589], [-0.82723, 0.86271, 1.68458], [-2.59826, -1.51495, 0.70747], [-0.74354, -3.20937, -0.53068], [-1.56120, -3.34377, -1.19824], [3.60965, 1.84590, 0.35696], [0.93285, -1.03468, -1.39753], [-1.50399, -1.17094, 0.83172], [-1.15089, 0.41984, 0.62433], [-2.07089, 0.86566, 0.18583], [0.04257, 0.36749, -0.23494], [2.54709, 2.34803, 0.57630], [0.34299, 2.47993, -0.43023], [1.95929, 2.10237, -1.48993], [1.60725, 2.46035, -0.61465], [0.15901, -0.87889, -0.66903], [-0.10516, 2.76024, 0.58812]],
  "lowdin_charge": [0.12, 0.13, 0.12, 0.12, -0.17, 0.14, 0.15, 0.15, -0.02, 0.08, 0.17, 0.14, -0.08, -0.17, 0.12, -0.03, -0.33, 0.07, 0.17, 0.09, -0.14, 0.15],
  "de_lowest_kj_mol": 592.7,
  "homo_lumo_gap_ev": 7.994,
  "charge": 1,
  "e_tot_ev": -15406.081
}

***

{
  "formula": "C2H6N3O2",
  "method": "ωB97M-V/def2-TZVPD",
  "symbols": ["H", "O", "C", "H", "C", "H", "H", "N", "O", "N", "H", "N", "H"],
  "xyz": [[-1.41401, -1.04788, -1.46003], [1.90164, 0.24732, 0.44068], [2.99052, -0.15268, 0.18554], [-1.05912, -1.31856, 0.77180], [-1.44473, 0.66435, -0.25405], [-2.37540, 0.71211, 0.40493], [0.11050, 1.85215, -0.60098], [4.16393, -0.36713, 0.16508], [-0.82358, 1.84151, -0.27288], [-0.92342, -0.25970, -1.04449], [4.77396, -1.07146, 0.13657], [-0.61096, -0.50276, 0.40780], [0.38217, -0.41778, 0.58678]],
  "lowdin_charge": [0.16, 0.09, -0.35, 0.16, -0.35, 0.21, 0.15, 0.34, 0.10, 0.16, 0.07, 0.18, 0.08],
  "de_lowest_kj_mol": 281.5,
  "homo_lumo_gap_ev": [6.044, 8.153],
  "spin_multiplicity": 3,
  "charge": 1,
  "e_tot_ev": -10720.900
}

***

{
  "formula": "C8H27B3Cl6LiMgN2O9S",
  "method": "ωB97M-V/def2-TZVPD",
  "symbols": ["H", "O", "H", "O", "C", "C", "Mg", "H", "H", "H", "H", "H", "N", "H", "C", "Cl", "O", "Cl", "H", "H", "H", "H", "B", "H", "C", "H", "H", "H", "H", "O", "H", "B", "S", "O", "H", "C", "H", "C", "H", "C", "Cl", "C", "H", "O", "Cl", "O", "Cl", "B", "Li", "Cl", "H", "N", "H", "H", "H", "H", "O", "O"],
  "xyz": [[-6.73050, 1.51843, 2.63625], [3.30567, -0.12887, 4.50206], [3.45595, 0.19046, -2.21035], [3.31166, -6.08294, -2.65991], [-2.42920, 3.45232, -1.50791], [2.55981, -0.06745, -1.65111], [6.00399, -2.10642, 1.93465], [-1.82723, 4.36198, -1.30723], [-0.87612, -0.47710, 3.55107], [6.23457, -1.89766, -1.31872], [3.26474, -5.43297, 0.11358], [-6.89471, 3.16479, 2.65172], [-7.34654, 2.27841, 2.92554], [4.15516, -3.96245, -2.81854], [1.42779, 0.95300, -1.86135], [-2.89393, -0.04016, 0.45335], [-1.80231, 2.37141, -1.83793], [-3.09299, -1.96662, 2.65398], [-4.24729, 3.05688, -2.65650], [1.16378, 1.28810, -0.86881], [-2.45471, 2.71752, 0.65596], [0.64209, -1.13119, 3.40366], [3.84801, -3.31065, 0.12476], [2.18684, -4.32676, -0.81720], [0.20612, 0.29277, -2.50465], [-0.51255, 1.07279, -2.70223], [-8.24314, 2.19082, 2.44793], [-0.10790, -1.13455, 4.89276], [-0.25381, -0.45050, -1.87518], [3.11214, -2.23881, 0.58111], [0.43507, 0.31648, 4.22242], [3.64122, -0.99536, 0.22496], [4.07368, -5.06294, -2.02691], [5.23223, -3.23950, 0.31593], [-4.08131, 4.72267, -2.10536], [3.20456, -4.57983, -0.54887], [2.25945, -1.05325, -1.99618], [-3.66157, -0.44055, 1.96561], [-3.09147, 4.13815, -3.44572], [-3.17812, 3.00950, -0.10077], [-3.36205, 0.87601, 3.12996], [-3.53172, 3.86101, -2.48940], [0.54953, -0.16774, -3.41714], [1.84534, 2.06409, -2.61749], [-5.58772, 2.91661, 1.16057], [5.39095, -5.44722, -1.63333], [-5.38480, -0.52783, 1.60428], [5.61209, -1.95488, -0.30685], [7.69392, -0.47192, -1.13602], [-1.75252, -0.92240, -3.95568], [-7.48949, 2.24947, 3.93502], [0.01953, -0.60473, 4.01306], [3.43683, 0.13232, 3.57455], [2.30292, 1.76700, -3.40609], [-3.84673, 2.19495, -0.29419], [-3.75239, 3.87230, 0.26812], [5.01948, -0.77557, 0.37941], [2.83767, -0.03144, -0.24466]],
  "lowdin_charge": [0.00, -0.57, 0.14, -0.31, -0.48, -0.08, 1.03, 0.16, 0.05, 0.05, 0.12, -0.02, 0.14, 0.09, -0.38, 0.62, 0.07, 0.56, 0.09, 0.14, 0.05, 0.13, -0.63, 0.11, -0.21, 0.02, 0.14, 0.16, 0.04, 0.32, 0.14, -0.80, 0.66, 0.01, 0.09, -0.09, 0.13, -2.02, 0.09, -0.14, 0.51, -0.03, 0.03, -0.01, 0.07, -0.31, 0.55, -0.54, 0.75, -0.14, 0.14, 0.31, -0.22, 0.09, -0.04, 0.01, 0.05, 0.15],
  "homo_lumo_gap_ev": 2.506,
  "charge": 1,
  "e_tot_ev": -123777.980
}

***

{
  "formula": "C2H2NO2P",
  "method": "ωB97M-V/def2-TZVPD",
  "symbols": ["O", "O", "P", "N", "H", "C", "C", "H"],
  "xyz": [[-0.68048, -1.15755, 1.20845], [-1.25843, 0.54509, -0.46212], [-1.74797, 0.05064, 0.98657], [0.60358, -0.46712, 1.22120], [1.97866, 0.13068, -0.14058], [0.93120, -0.06659, 0.01737], [-0.01701, 0.29596, -0.92117], [0.19045, 0.66890, -1.90972]],
  "lowdin_charge": [-0.47, -0.36, 0.99, 0.00, 0.12, -0.21, -0.18, 0.11],
  "de_lowest_kj_mol": 304.4,
  "homo_lumo_gap_ev": [7.089, 7.535],
  "e_tot_ev": -16976.973
}

***

{
  "formula": "C6H6N2O2",
  "method": "ωB97M-V/def2-TZVPD",
  "symbols": ["H", "C", "C", "H", "N", "H", "H", "H", "C", "O", "N", "C", "C", "C", "O", "H"],
  "xyz": [[0.05204, 1.38217, -3.10971], [0.04953, 2.47951, -1.26267], [0.02541, 1.04658, 0.67298], [-0.21835, 3.22125, 0.65860], [-0.51758, -1.78159, 1.52045], [-0.01773, 3.42906, -1.73859], [0.17256, -0.84137, -2.13232], [0.14861, 1.04856, 1.77871], [0.18603, 0.01369, -1.50795], [-1.05902, -0.98975, 2.18575], [0.34840, -1.30780, 0.54792], [-0.07065, 2.31006, 0.08381], [0.06313, 1.28709, -2.02397], [0.16457, -0.07108, -0.09267], [0.67841, -2.32424, -0.31756], [1.58386, -2.49700, -0.09792]],
  "lowdin_charge": [0.10, -0.08, -0.04, 0.11, -0.02, 0.09, 0.10, 0.13, 0.00, 0.02, -0.14, -0.09, -0.08, -0.22, 0.02, 0.11],
  "de_lowest_kj_mol": 423.8,
  "homo_lumo_gap_ev": 9.479,
  "smiles": "O=NN(O)c1ccccc1",
  "e_tot_ev": -13390.234
}

***

{
  "formula": "C6H10O",
  "method": "ωB97M-V/def2-TZVPD",
  "symbols": ["C", "H", "C", "H", "C", "C", "H", "C", "H", "O", "H", "H", "H", "C", "H", "H", "H"],
  "xyz": [[-2.24942, 0.62395, -0.26734], [-2.91113, 1.34716, -0.73218], [2.48602, -0.84939, 0.94779], [-1.56803, -1.46458, -0.65098], [1.49867, -0.21425, -0.14286], [0.22674, 0.36166, 0.42848], [-1.97590, -0.52251, -2.16084], [-0.80016, 0.62874, -0.64609], [3.20868, -1.70729, 0.72898], [2.99810, 0.25627, 1.05803], [-0.50135, 1.35330, -1.40462], [0.44249, 1.29064, 0.98135], [-0.15936, -0.35553, 1.15891], [-1.69164, -0.48724, -1.11291], [1.45541, -1.12014, -0.71360], [1.99167, 0.53410, -0.81974], [-2.48757, 0.39869, 0.76947]],
  "lowdin_charge": [-0.13, 0.10, -0.15, 0.10, -0.20, -0.19, 0.10, -0.32, 0.12, -0.01, 0.14, 0.13, 0.12, -0.13, 0.09, 0.13, 0.10],
  "de_lowest_kj_mol": 371.5,
  "homo_lumo_gap_ev": 8.757,
  "smiles": "O=CCCC1CC1",
  "e_tot_ev": -8427.390
}

***

Number 1: molar mass 159.2 g/mol, F_max 3.61 eV/A. Number 2: molar mass 104.1 g/mol, F_max 8.93 eV/A. Number 3: molar mass 603.8 g/mol, F_max 3.71 eV/A. Number 4: molar mass 103.0 g/mol, F_max 1.13 eV/A. Number 5: molar mass 138.1 g/mol, F_max 2.62 eV/A. Number 6: molar mass 98.1 g/mol, F_max 5.50 eV/A.